No. 1
Density functional theory data (wB97M-V/def2-TZVPD) for a 2-piece molecular cluster, C4H7OP overall.

LUMO level = 0.0167 Eh
Relative energy (zero: lowest compared OMol25 entry of this formula, charge and spin) = 80.0 kcal per mole

ORCA input file:
```
! RIJCOSX wB97M-V def2-TZVPD def2/J DEFGRID3
* xyz 0 1
C -1.266 2.164 0.831
C -1.564 1.133 0.236
P -2.190 -0.201 -0.798
O -1.774 -1.658 0.001
H -1.156 2.739 1.692
H -3.352 0.031 0.001
H -0.968 -2.062 -0.252
C 1.935 -0.979 -0.447
C 2.260 0.235 -0.173
H 1.445 -1.206 -1.469
H 1.953 -1.769 0.425
H 2.736 0.526 0.808
H 1.941 1.046 -0.856
*
```

No. 2
Density functional theory data (wB97M-V/def2-TZVPD) for a 12-piece molecular cluster, C68H196N30O14P10S2 overall.

LUMO level = 0.0105 Eh

ORCA input file:
```
! RIJCOSX wB97M-V def2-TZVPD def2/J DEFGRID3
* xyz 0 1
C -5.318 -0.740 -4.362
N -4.326 -0.381 -5.272
C -4.336 0.981 -5.595
P -3.340 -1.427 -6.087
O -3.225 -2.747 -5.383
N -3.862 -1.668 -7.692
C -4.574 -0.594 -8.433
C -4.160 -2.995 -8.227
N -1.947 -0.543 -6.359
C -0.950 -0.970 -7.304
C -1.263 0.081 -5.243
H -6.363 -0.618 -4.717
H -5.272 -0.123 -3.437
H -5.316 -1.778 -4.140
H -3.942 1.529 -4.765
H -5.345 1.416 -5.831
H -3.658 1.247 -6.403
H -4.703 -1.044 -9.416
H -5.592 -0.514 -8.050
H -4.021 0.348 -8.256
H -5.224 -3.285 -8.177
H -3.917 -3.013 -9.305
H -3.639 -3.843 -7.779
H -0.561 -0.162 -7.953
H -0.186 -1.465 -6.693
H -1.313 -1.754 -7.930
H -0.276 -0.364 -5.034
H -1.745 0.124 -4.281
H -1.116 1.105 -5.569
C 7.816 2.158 -2.125
N 6.785 1.745 -1.132
C 7.321 0.602 -0.355
P 5.743 2.811 -0.397
O 6.180 3.067 0.968
N 5.553 4.147 -1.342
C 6.150 5.413 -1.058
C 4.676 4.208 -2.470
N 4.256 2.101 -0.498
C 4.070 0.661 -0.192
C 3.187 2.923 0.064
H 8.014 1.191 -2.586
H 8.779 2.619 -1.815
H 7.318 2.774 -2.834
H 8.170 0.885 0.269
H 7.570 -0.197 -1.079
H 6.492 0.075 0.164
H 6.816 5.698 -1.873
H 5.358 6.172 -0.915
H 6.702 5.401 -0.143
H 5.302 4.396 -3.346
H 4.097 3.303 -2.667
H 3.967 5.089 -2.310
H 3.022 0.382 -0.240
H 4.543 0.022 -0.933
H 4.405 0.380 0.776
H 3.366 4.022 -0.003
H 3.086 2.722 1.145
H 2.280 2.657 -0.436
C 2.673 -5.387 0.933
N 3.543 -5.566 -0.178
C 3.845 -4.297 -0.790
P 3.511 -7.023 -0.990
O 3.479 -8.163 -0.056
N 2.160 -7.105 -1.942
C 0.954 -7.663 -1.389
C 1.836 -5.874 -2.690
N 4.789 -6.928 -2.004
C 4.700 -7.788 -3.199
C 6.159 -6.682 -1.612
H 3.106 -4.666 1.637
H 2.415 -6.299 1.499
H 1.728 -5.005 0.466
H 2.939 -3.688 -0.951
H 4.322 -4.514 -1.762
H 4.569 -3.674 -0.176
H 0.542 -7.117 -0.570
H 0.197 -7.643 -2.176
H 1.218 -8.657 -1.038
H 0.894 -6.030 -3.260
H 1.570 -5.090 -1.989
H 2.631 -5.566 -3.338
H 3.697 -7.802 -3.603
H 5.278 -7.384 -4.033
H 5.090 -8.817 -3.066
H 6.695 -7.546 -1.260
H 6.315 -5.950 -0.774
H 6.690 -6.152 -2.432
C -3.467 -4.288 -2.678
N -4.124 -5.571 -2.972
C -3.762 -6.132 -4.292
P -5.390 -6.222 -2.097
O -6.144 -7.261 -2.895
N -4.890 -6.839 -0.685
C -5.167 -8.200 -0.225
C -3.765 -6.253 -0.022
N -6.210 -4.871 -1.720
C -7.212 -5.022 -0.706
C -6.632 -4.119 -2.884
H -3.634 -3.672 -3.523
H -2.401 -4.475 -2.429
H -3.942 -3.878 -1.787
H -3.649 -5.245 -4.923
H -4.557 -6.738 -4.759
H -2.867 -6.748 -4.226
H -5.903 -8.054 0.599
H -5.517 -8.805 -1.082
H -4.244 -8.638 0.205
H -3.738 -6.680 1.012
H -2.787 -6.352 -0.544
H -3.902 -5.178 0.158
H -7.430 -4.026 -0.301
H -8.157 -5.348 -1.143
H -6.818 -5.748 -0.015
H -5.887 -3.969 -3.656
H -6.972 -3.152 -2.606
H -7.480 -4.581 -3.406
C 1.677 3.753 5.387
N 0.389 3.164 5.380
C -0.288 3.496 4.165
P -0.342 2.874 6.819
O -1.731 2.458 6.521
N 0.633 1.787 7.604
C 0.296 1.427 8.978
C 1.148 0.574 6.910
N -0.223 4.189 7.817
C -1.344 4.848 8.444
C 1.001 4.569 8.560
H 2.230 3.625 6.313
H 1.769 4.789 4.998
H 2.363 3.286 4.613
H -0.335 4.606 3.986
H -1.205 2.980 4.108
H 0.401 3.132 3.361
H -0.106 2.261 9.565
H -0.414 0.587 8.990
H 1.165 1.013 9.472
H 2.032 0.219 7.499
H 0.373 -0.217 6.807
H 1.469 0.888 5.925
H -1.062 5.832 8.745
H -2.198 4.983 7.782
H -1.571 4.254 9.368
H 0.884 4.252 9.585
H 1.100 5.672 8.633
H 1.896 4.120 8.150
C -4.440 -0.840 3.816
N -5.121 -1.270 2.530
C -5.467 -2.699 2.591
P -6.091 -0.133 1.792
O -5.408 1.144 1.786
N -6.397 -0.772 0.359
C -5.202 -1.112 -0.415
C -7.617 -0.525 -0.340
N -7.599 -0.039 2.591
C -8.168 1.248 2.972
C -8.538 -1.174 2.749
H -3.486 -1.374 3.961
H -5.110 -1.071 4.631
H -4.283 0.229 3.829
H -5.998 -3.058 1.740
H -6.159 -2.893 3.424
H -4.589 -3.364 2.743
H -4.780 -2.064 -0.090
H -5.407 -1.296 -1.504
H -4.401 -0.374 -0.381
H -8.533 -0.618 0.295
H -7.734 0.482 -0.911
H -7.770 -1.416 -0.972
H -7.372 1.939 2.692
H -9.091 1.426 2.443
H -8.398 1.280 4.091
H -9.591 -0.870 2.603
H -8.518 -1.739 3.728
H -8.351 -1.948 1.993
C 2.573 0.713 -7.061
N 2.539 0.063 -5.789
C 2.742 0.969 -4.641
P 3.038 -1.521 -5.730
O 3.255 -1.993 -7.079
N 4.331 -1.441 -4.721
C 5.424 -0.450 -4.951
C 4.829 -2.685 -4.155
N 1.898 -2.496 -5.020
C 1.367 -3.617 -5.742
C 1.373 -2.297 -3.693
H 3.519 1.261 -7.165
H 1.763 1.448 -7.078
H 2.411 -0.033 -7.866
H 3.399 1.777 -5.001
H 3.224 0.458 -3.792
H 1.758 1.285 -4.339
H 5.609 0.068 -4.024
H 6.324 -1.004 -5.237
H 5.163 0.166 -5.832
H 4.119 -3.505 -4.112
H 5.707 -3.099 -4.672
H 5.190 -2.558 -3.125
H 0.320 -3.746 -5.570
H 1.549 -3.559 -6.827
H 1.879 -4.552 -5.545
H 0.962 -1.282 -3.652
H 2.140 -2.345 -2.949
H 0.599 -3.032 -3.518
C 0.877 10.023 -1.221
N 1.094 8.760 -0.526
C 1.048 8.878 0.899
P 1.132 7.253 -1.139
O 1.939 6.339 -0.297
N -0.389 6.714 -1.213
C -1.361 7.479 -1.998
C -0.788 5.296 -1.133
N 1.781 7.415 -2.659
C 3.079 8.041 -2.886
C 1.399 6.560 -3.769
H 0.738 9.840 -2.286
H 1.744 10.721 -1.101
H -0.031 10.506 -0.890
H 1.202 7.910 1.422
H 0.047 9.213 1.178
H 1.788 9.657 1.196
H -1.464 7.136 -2.993
H -2.313 7.462 -1.427
H -0.997 8.533 -2.054
H 0.025 4.675 -0.705
H -1.612 5.172 -0.419
H -1.041 4.865 -2.083
H 3.884 7.315 -3.191
H 3.020 8.783 -3.690
H 3.505 8.614 -1.970
H 2.049 5.645 -3.839
H 1.523 7.125 -4.711
H 0.370 6.196 -3.757
C 7.501 0.576 5.100
N 6.999 1.275 6.268
C 7.761 1.000 7.465
P 5.383 1.215 6.389
O 4.647 -0.012 6.694
N 5.150 2.245 7.621
C 5.465 3.611 7.480
C 4.265 1.863 8.719
N 4.967 1.667 4.917
C 4.030 0.903 4.122
C 5.600 2.764 4.217
H 8.497 0.151 5.410
H 7.588 1.306 4.298
H 6.821 -0.220 4.765
H 8.763 1.381 7.371
H 7.835 -0.058 7.697
H 7.210 1.577 8.201
H 4.862 4.313 6.900
H 5.557 4.145 8.428
H 6.407 3.761 6.954
H 4.440 0.857 9.001
H 4.521 2.437 9.606
H 3.217 2.133 8.479
H 4.622 0.292 3.395
H 3.454 0.211 4.764
H 3.430 1.551 3.455
H 6.333 3.257 4.865
H 4.922 3.558 3.906
H 6.007 2.519 3.221
C 0.479 1.319 -1.906
N -0.323 0.967 -0.743
C -1.307 2.046 -0.314
P -0.171 -0.548 -0.105
O 1.156 -1.145 -0.455
N -0.508 -0.417 1.522
C -1.838 -0.657 2.105
C 0.586 -0.208 2.492
N -1.477 -1.405 -0.728
C -1.493 -2.726 -0.174
C -1.900 -1.058 -2.048
H 1.005 2.298 -1.819
H -0.266 1.484 -2.687
H 1.272 0.577 -2.133
H -0.641 2.752 0.217
H -2.059 1.564 0.309
H -1.721 2.569 -1.183
H -2.550 -0.597 1.342
H -1.855 -1.607 2.690
H -2.113 0.153 2.771
H 0.423 0.596 3.209
H 0.764 -1.100 3.109
H 1.512 0.106 1.978
H -0.732 -3.412 -0.496
H -1.547 -2.665 0.921
H -2.451 -3.153 -0.533
H -1.210 -1.571 -2.746
H -1.753 -0.015 -2.084
H -2.910 -1.401 -2.154
O -2.776 -3.564 4.755
S -1.983 -4.000 5.882
O -2.717 -4.558 6.947
C -0.742 -5.197 5.254
C 0.487 -4.661 5.838
C 0.440 -3.176 5.740
C -0.812 -2.714 6.411
H -0.736 -5.045 4.138
H -0.951 -6.277 5.546
H 0.657 -4.887 6.902
H 1.380 -4.988 5.331
H 0.460 -2.755 4.732
H 1.284 -2.795 6.331
H -1.229 -1.818 5.953
H -0.744 -2.594 7.512
O -3.259 3.323 -2.991
S -4.576 3.882 -2.707
O -5.382 4.412 -3.748
C -5.504 2.721 -1.746
C -5.721 3.370 -0.416
C -5.824 4.870 -0.649
C -4.580 5.166 -1.429
H -5.037 1.754 -1.811
H -6.499 2.682 -2.243
H -6.622 3.063 0.096
H -4.871 3.313 0.293
H -5.790 5.358 0.287
H -6.726 5.223 -1.193
H -3.694 5.045 -0.786
H -4.631 6.104 -1.975
*
```

Ordered frontier orbital gap results: 9.903, 8.636; unit eV.